# 1
The following is a quantum chemistry calculation of a molecular structure, C5H10CeO3, from the Open Molecules 2025 dataset.

Structure (XYZ):
```
19
Properties=species:S:1:pos:R:3:forces:R:3
C 0.93075 -3.32504 1.28530 -1.649 0.119 2.519
H 0.01787 -2.68328 1.81474 2.728 -1.135 -2.543
H 0.41760 -4.27628 1.08850 0.590 -0.143 0.349
H 1.64495 -3.33488 2.12046 0.127 -0.834 -0.296
H 1.50317 -3.09245 0.37669 -0.761 0.897 0.189
O -1.13372 -1.26914 -0.57309 0.572 -0.273 1.040
C -0.62382 -1.21841 0.61270 -2.227 1.354 0.395
C 0.07165 0.11459 0.88462 0.738 -0.875 0.383
O 0.31663 0.91550 -0.26905 -0.131 0.414 -0.831
C -0.34981 2.18004 -0.29031 -0.385 0.335 0.155
C -0.41972 2.64012 -1.73956 0.512 1.219 0.554
O -0.96709 1.65820 -2.54711 -0.140 0.456 -0.129
Ce -0.34705 -0.31362 -2.34708 0.433 -0.754 -1.356
H 1.05838 -0.10888 1.32464 -0.384 0.098 0.125
H -0.53626 0.67169 1.61524 0.128 -0.287 -0.145
H 0.18928 2.89626 0.35077 -0.129 -0.125 -0.212
H -1.37134 2.04433 0.10431 0.248 0.045 -0.096
H 0.60807 2.92134 -2.06049 -0.405 -0.143 0.015
H -1.00953 3.57992 -1.75127 0.134 -0.367 -0.115
```
Forces are in eV/Å.

Computed properties:
<S²>: 2.00
Energy above the lowest of the compared OMol25 structures with the same formula, charge and spin in eV: 0.000
Net charge: 0
Multiplicity: 3
HOMO energy (spin up / spin down) in eV: -4.984 / -7.003
LUMO (spin up / spin down) in eV: 0.26 / -0.01

# 2
The following is a quantum chemistry calculation of a molecular structure, C5H10Cl, from the Open Molecules 2025 dataset.

Structure (XYZ):
```
16
Properties=species:S:1:pos:R:3:forces:R:3
Cl 1.92931 -2.53847 -1.39845 0.819 -1.009 -0.810
H -0.16854 1.88739 0.70693 0.152 0.202 -0.344
C 0.31062 1.27742 -0.06405 -0.536 0.120 -0.623
C 1.39938 0.35874 0.46385 0.627 -0.350 -0.050
C 0.52911 -0.83810 0.09937 -0.917 0.858 1.115
C -0.58583 0.05689 -0.46348 0.477 0.376 -0.605
C -1.90816 0.02653 0.26296 -0.234 -0.359 0.057
H 0.64813 1.82721 -0.94930 -0.269 0.349 0.443
H 2.31880 0.43926 -0.12331 0.018 -0.123 0.279
H 1.62244 0.43915 1.52774 0.140 -0.036 -0.078
H 1.12767 -1.50488 -0.79040 -0.536 0.319 0.425
H 0.21556 -1.48211 0.91763 0.257 -0.440 -0.194
H -0.70169 -0.03382 -1.55501 -0.087 0.047 0.335
H -1.71095 0.05177 1.34231 -0.238 -0.004 -0.122
H -2.51897 0.89417 -0.00300 0.133 0.003 0.052
H -2.50688 -0.86114 0.02621 0.193 0.047 0.119
```
Forces are in eV/Å.

Computed properties:
<S²>: 0.76
Energy above the lowest of the compared OMol25 structures with the same formula, charge and spin in eV: 0.726
Net charge: 0
Multiplicity: 2
HOMO energy (spin up / spin down) in eV: -9.042 / -10.771
LUMO (spin up / spin down) in eV: 1.05 / -1.84

# 3
The following is a quantum chemistry calculation of 2 unconnected molecules or ions with the total composition C5H10Cl2NO, from the Open Molecules 2025 dataset.

Structure (XYZ):
```
19
Properties=species:S:1:pos:R:3:forces:R:3
C 1.24228 2.94824 1.66279 -0.423 -2.565 -0.620
C 0.92255 0.51163 -1.19126 -0.825 -1.242 -2.102
C 0.37475 -1.54015 0.00273 2.364 0.801 0.512
C -0.97395 0.45178 0.40588 1.604 4.165 -0.944
C 1.38988 0.35591 1.21720 -0.989 2.443 0.269
N 0.42235 -0.01209 0.09809 1.115 -1.488 1.009
O 0.19420 3.35245 1.46199 -0.853 0.847 -0.072
Cl 3.04127 0.19687 0.85068 0.585 -0.418 -0.114
Cl 0.90289 -0.36924 2.69628 0.077 0.033 0.476
H 2.16886 3.32394 2.03896 1.098 0.313 0.394
H 0.81304 1.53991 -1.10249 -0.495 2.078 -0.297
H 1.99822 0.37998 -1.41193 -0.787 -0.693 0.474
H 0.26811 0.08247 -2.06274 1.243 0.909 1.728
H 0.20567 -1.93445 1.06769 -0.563 0.154 -2.261
H -0.23984 -1.58871 -0.88266 -0.789 -1.442 0.374
H 1.43390 -1.79617 -0.30958 -1.257 -0.117 0.410
H -0.92907 1.62242 0.52203 -0.131 -2.437 0.078
H -1.59759 0.29221 -0.43674 -0.434 -0.548 -0.829
H -1.33438 -0.01657 1.25821 -0.539 -0.793 1.515
```
Forces are in eV/Å.

Computed properties:
Energy above the lowest of the compared OMol25 structures with the same formula, charge and spin in eV: 3.645
Net charge: +1
HOMO energy (spin up / spin down) in eV: -12.199 / -12.657
LUMO (spin up / spin down) in eV: -4.70 / -3.99

# 4
The following is a quantum chemistry calculation of a molecular structure, C5H10Cl2NO2S, from the Open Molecules 2025 dataset.

Structure (XYZ):
```
21
Properties=species:S:1:pos:R:3:forces:R:3
C -0.34524 -0.29221 1.98152 0.706 0.587 -0.436
C 0.26441 1.25785 -1.66130 -1.956 -2.538 -3.328
C 0.14855 -1.11622 -0.95800 -1.055 -0.280 -0.116
C 0.15020 0.75262 1.04547 1.000 -1.520 -1.773
C -0.44660 0.27048 -0.80256 3.409 0.825 1.705
N -1.72764 0.31810 -0.50603 -2.906 -0.151 1.137
O 2.09450 1.59743 2.27955 0.143 -0.418 -1.125
O 2.44245 -0.62516 1.21504 -0.101 0.405 -0.341
S 2.06561 0.80334 0.98064 -0.309 0.100 1.767
Cl -2.49995 1.89413 -0.50227 0.691 -0.153 0.024
Cl -2.95301 -0.58629 -2.01382 0.156 -0.195 -0.358
H -0.04101 -0.17815 3.00126 0.652 0.487 0.518
H -1.38481 -0.20729 1.98627 -1.892 -0.439 -0.034
H 0.02546 -1.24215 1.65472 -0.049 -0.688 -0.144
H 1.27324 0.95654 -1.74955 1.142 0.236 0.022
H -0.21463 1.16155 -2.72725 0.799 -0.175 1.500
H 0.07567 2.23352 -1.46218 -0.047 2.968 1.178
H 1.00922 -1.26181 -0.31720 0.144 0.068 0.188
H 0.51279 -1.12838 -1.98972 -0.346 -0.662 -0.015
H -0.62259 -1.87901 -0.71609 0.589 0.349 -0.523
H -0.13153 1.75802 1.15048 -0.772 1.194 0.157
```
Forces are in eV/Å.

Computed properties:
Net charge: -1
HOMO energy (spin up / spin down) in eV: -4.307 / -4.309
LUMO (spin up / spin down) in eV: 2.19 / 2.19

# 5
The following is a quantum chemistry calculation of 2 unconnected molecules or ions with the total composition C5H10Cl2Si, from the Open Molecules 2025 dataset.

Structure (XYZ):
```
18
Properties=species:S:1:pos:R:3:forces:R:3
C 1.70577 -1.43577 -0.21963 1.302 -1.183 -0.026
C 1.39294 -0.15551 -0.19523 -4.456 -1.354 1.049
C -1.69701 -0.23180 1.67971 3.326 5.569 0.472
C -1.94145 -0.17394 -1.45993 1.011 -1.438 1.681
C 2.18615 1.01006 -0.18400 1.038 1.477 2.935
Si -1.05180 0.52487 0.04950 1.713 -2.566 -0.216
Cl 3.93325 0.73350 0.23830 0.195 -0.062 0.098
Cl -0.98233 2.52756 0.22239 -0.011 0.818 -0.009
H 0.97121 -2.23631 -0.33070 0.006 0.364 0.150
H 2.77845 -1.84382 -0.15499 -1.509 0.975 -0.148
H -1.96256 -1.19723 1.61903 -0.721 -3.439 0.151
H -0.76219 0.04816 2.30709 -1.162 -1.405 -0.615
H -2.38773 0.43561 2.19530 -0.645 -0.245 -0.450
H -1.42932 0.16866 -2.32765 0.349 -0.127 -0.899
H -1.84748 -1.31086 -1.28448 -0.024 1.639 -0.640
H -2.97757 0.06403 -1.51884 -0.853 0.284 0.064
H 2.22436 1.25079 -1.18274 0.091 1.727 -2.155
H 1.84732 1.82198 0.54686 0.350 -1.033 -1.440
```
Forces are in eV/Å.

Computed properties:
Energy above the lowest of the compared OMol25 structures with the same formula, charge and spin in eV: 4.596
Net charge: 0
HOMO energy in eV: -8.946
LUMO in eV: 0.53

# 6
The following is a quantum chemistry calculation of 2 unconnected molecules or ions with the total composition C5H10ClN2, from the Open Molecules 2025 dataset.

Structure (XYZ):
```
18
Properties=species:S:1:pos:R:3:forces:R:3
C -0.51906 0.53669 0.00198 0.264 -0.097 -0.587
C -0.81831 -1.41898 1.16462 -1.433 -1.623 1.133
C -2.22705 -0.85906 0.84986 0.654 2.762 1.381
C 1.48674 -0.53104 0.84715 0.471 -3.573 2.115
C 2.01911 2.36648 -2.72664 1.949 -0.602 1.726
N 0.09455 -0.45628 0.59129 0.074 0.184 0.236
N -1.79723 0.35483 0.05370 -3.475 0.832 -1.313
Cl 0.80187 1.44293 -2.19909 -0.134 -0.799 0.221
H -0.63971 -1.58984 2.26013 -0.173 0.587 -0.918
H -0.75792 -2.41377 0.73854 0.626 -0.159 -0.427
H -2.93170 -1.35914 0.19890 0.111 -0.791 0.410
H -2.68868 -0.43399 1.80660 0.160 -0.969 -1.422
H 1.76224 -1.66326 1.14660 -0.598 2.719 -0.619
H 2.00209 -0.30700 -0.00507 1.455 0.466 -2.360
H 1.82381 0.14102 1.60125 0.090 0.349 0.930
H 1.90472 3.01134 -3.51650 -0.803 1.553 -1.626
H 3.01489 2.39137 -2.23239 -1.021 -0.456 -0.172
H -2.53036 0.78771 -0.58093 1.784 -0.384 1.290
```
Forces are in eV/Å.

Computed properties:
Energy above the lowest of the compared OMol25 structures with the same formula, charge and spin in eV: 5.584
Net charge: +1
HOMO energy (spin up / spin down) in eV: -12.113 / -13.157
LUMO (spin up / spin down) in eV: -6.76 / -4.71